[1]
Density functional theory data (wB97M-V/def2-TZVPD) for 2 unconnected molecules or ions with the total composition CH4INP2 in a non-equilibrium geometry.

Atoms and positions in Å:
I1 -2.63435 -2.41036 -0.59842
P1 0.12317 -0.08932 -1.06287
P2 0.80928 -2.31943 1.05162
N1 0.68368 -1.02904 0.09762
C1 0.29774 1.64857 -0.45166
H1 -0.13977 -1.95700 2.00029
H2 -0.47884 1.86649 0.36503
H3 1.35692 1.89255 -0.12194
H4 -0.01782 2.39753 -1.27967

Computed properties:
Highest occupied orbital energy (alpha / beta)   -7.7 / -7.7 eV
M   218.90 g mol⁻¹
Energy   -29267.8049 eV
ΔE to the lowest compared entry with this formula, charge and spin   49.39 kcal/mol
LUMO level (alpha / beta)   -2.6 / -2.6 eV
Strongest force on any atom   2.1 eV/Å

[2]
Density functional theory data (wB97M-V/def2-TZVPD) for CH4INS in the gas phase in a non-equilibrium geometry.

Atoms and positions in Å:
I1 1.09063 2.24713 -0.51544
S1 -0.20941 0.52225 0.72596
N1 -1.86492 0.06160 0.32928
C1 0.69690 -0.78196 -0.23079
H1 -2.47644 0.74633 0.82869
H2 1.11435 -0.33204 -1.23777
H3 1.59067 -0.85265 0.44022
H4 0.05821 -1.61068 -0.34015

Computed properties:
Highest occupied orbital energy (alpha / beta)   -8.8 / -8.8 eV
M   189.02 g mol⁻¹
Energy   -21525.5464 eV
ΔE to the lowest compared entry with this formula, charge and spin   42.13 kcal/mol
LUMO level (alpha / beta)   -1.2 / -1.2 eV
Strongest force on any atom   4.8 eV/Å

[3]
Density functional theory data (wB97M-V/def2-TZVPD) for 2 unconnected molecules or ions with the total composition CH4IO in a non-equilibrium geometry.

Atoms and positions in Å:
I1 1.92312 2.80525 -1.36156
O1 0.31983 -0.69508 -0.67312
C1 -0.56396 -0.56088 0.44485
H1 -0.14188 -0.05239 1.31168
H2 -1.51180 -0.10926 0.15204
H3 0.69050 0.19045 -0.67966
H4 -0.71583 -1.57812 0.80575

Computed properties:
Expectation value of S²   0.7526
Multiplicity   2
Highest occupied orbital energy (alpha / beta)   -10.4 / -10.3 eV
M   158.95 g mol⁻¹
Energy   -11248.6467 eV
ΔE to the lowest compared entry with this formula, charge and spin   0.00 kcal/mol
LUMO level (alpha / beta)   0.9 / -3.6 eV
Strongest force on any atom   1.4 eV/Å